Record 1
Formula: C6H7BBrNO2
Source: OMol25
Level of theory: the ωB97M-V functional and the def2-TZVPD basis

The largest force on an atom comes out at 0.0286 Eh/bohr. The calculation puts the HOMO-LUMO gap at 7.845 eV.

Each line ends with the natural charge from an NBO analysis.
Positions of all 18 atoms, in Å:
B -1.2309 -1.6651 0.3733  1.07
C -0.4396 0.6866 -1.1585  -0.32
C 0.8615 0.5210 -1.8136  0.08
C -0.8419 -0.2220 0.0117  -0.31
C -0.4822 0.9966 0.3137  0.15
C 2.6882 -0.6440 -0.6462  0.03
C -0.1215 2.0551 1.2528  -0.67
N 1.8819 0.0912 -1.2039  -0.39
O -1.7422 -1.8889 1.6108  -0.87
O -1.0347 -2.6233 -0.5614  -0.87
Br 3.9732 0.1145 0.5138  0.00
H -1.2174 1.0656 -1.8134  0.20
H 0.9789 0.8410 -2.8404  0.20
H 0.8300 2.5008 0.9537  0.24
H -0.8789 2.8392 1.2406  0.24
H -0.0381 1.6573 2.2618  0.24
H -1.9586 -2.7972 1.8232  0.49
H -1.2278 -3.5282 -0.3179  0.49

***

Record 2
Formula: C6H7BS
Source: OMol25
Level of theory: the ωB97M-V functional and the def2-TZVPD basis

The largest force on an atom comes out at 0.1081 Eh/bohr. The calculation puts the HOMO-LUMO gap (alpha / beta) at 9.179 / 6.889 eV. The energy relative to the best compared isomer or geometry (same formula, charge and spin) comes out at 274.7 kJ/mol.

Each line ends with the natural charge from an NBO analysis.
Positions of all 15 atoms, in Å:
B -0.8287 3.5634 1.2647  -0.07
C -0.1438 -2.2604 -0.6763  -0.23
C -0.3735 -1.2823 -1.6331  -0.20
C 0.4412 -2.0616 0.5550  -0.20
C 0.2842 -0.0529 -1.3833  -0.32
C 0.9755 -0.7750 0.7596  -0.32
C 0.8925 0.0897 -0.2325  0.16
S 0.6465 2.8647 1.7274  0.07
H -1.3073 4.4126 2.0152  0.00
H -1.5569 3.2465 0.4970  -0.03
H -0.6111 -3.2102 -1.0245  0.21
H -0.8651 -1.6050 -2.5818  0.23
H 0.5787 -3.0002 1.2475  0.23
H 0.1833 0.7791 -2.1771  0.23
H 1.6846 -0.7082 1.6423  0.24

***

Record 3
Formula: C6H7BrCl2O2
Source: OMol25
Level of theory: the ωB97M-V functional and the def2-TZVPD basis

The largest force on an atom comes out at 0.0992 Eh/bohr. The SMILES is C/C(Cl)=C(\Br)OC(=O)[C@H](C)Cl. The calculation puts the HOMO-LUMO gap at 9.734 eV. The energy relative to the best compared isomer or geometry (same formula, charge and spin) comes out at 0.0 kJ/mol.

Each line ends with the natural charge from an NBO analysis.
Positions of all 18 atoms, in Å:
C 2.9347 1.6245 1.1235  -0.64
C 1.6759 1.2386 0.4278  -0.06
Cl 0.3848 2.3329 0.2679  0.05
C 1.4615 0.0323 -0.1326  0.15
Br 2.7267 -1.3156 -0.2364  0.09
O 0.2846 -0.4080 -0.7099  -0.52
C -0.7302 -0.6890 0.1522  0.77
O -0.7039 -0.2958 1.3013  -0.54
C -1.7333 -1.5271 -0.5350  -0.30
C -2.7811 -0.4650 -1.1208  -0.60
Cl -2.5150 -2.6817 0.5524  -0.01
H 3.7243 1.3079 0.5608  0.23
H 2.9689 2.7092 1.2370  0.23
H 2.9143 1.2148 2.0645  0.23
H -1.4068 -2.1118 -1.3398  0.24
H -3.4695 -0.1695 -0.2367  0.24
H -2.2439 0.3077 -1.5805  0.22
H -3.4921 -1.1043 -1.7956  0.23

***

Record 4
Formula: C6H7BrN2
Source: OMol25
Level of theory: the ωB97M-V functional and the def2-TZVPD basis

The largest force on an atom comes out at 0.0787 Eh/bohr. The calculation puts the HOMO-LUMO gap at 8.294 eV. The energy relative to the best compared isomer or geometry (same formula, charge and spin) comes out at 472.4 kJ/mol.

Each line ends with the natural charge from an NBO analysis.
Positions of all 16 atoms, in Å:
C -2.8354 -0.2733 1.2212  -0.09
C -2.4982 -0.6733 -0.9664  -0.08
C -2.3113 0.3422 0.0078  -0.25
C 2.5843 1.4008 0.0618  -0.62
C 1.5574 0.3053 0.3836  -0.63
C 1.5194 1.6059 1.1241  0.23
N -3.1658 -1.5702 0.9738  -0.25
N -2.9448 -1.7481 -0.3140  -0.31
Br -1.6363 2.0668 -0.0841  0.13
H -3.0021 -0.0335 2.2520  0.23
H -2.1958 -0.5930 -1.9318  0.22
H 3.7114 1.2683 0.2686  0.26
H 2.5755 1.9604 -0.7818  0.23
H 0.7087 0.1344 -0.2915  0.25
H 2.0338 -0.6943 0.7455  0.27
H -3.0002 -2.7354 -0.5826  0.42

***

Record 5
Formula: C6H7Cl2NO4ScY
Source: OMol25
Level of theory: the ωB97M-V functional and the def2-TZVPD basis

The largest force on an atom comes out at 0.1835 Eh/bohr. The calculation puts the HOMO-LUMO gap at 4.487 eV. The energy relative to the best compared isomer or geometry (same formula, charge and spin) comes out at 176.9 kJ/mol. As for the net charge: +4.

Each line ends with the natural charge from an NBO analysis.
Positions of all 22 atoms, in Å:
Sc 0.4186 0.4159 -4.9310  1.68
Y 0.2224 0.7863 -1.2926  2.27
Cl -1.4696 1.3898 -3.7568  -0.38
Cl 2.0497 -0.0093 -3.0854  -0.45
C -0.5229 -0.9185 -0.1223  0.30
C 0.4173 1.5192 -6.9774  0.42
C -0.0754 -0.8657 -6.7513  0.41
O -0.8711 -1.3939 0.8750  -0.15
O 0.0404 1.6921 -8.0658  -0.17
O 0.3991 -1.2988 -7.7383  -0.17
C 0.1410 3.2258 3.0970  -0.44
N 0.9047 1.9536 3.1163  -0.25
C 1.3993 1.3363 4.3472  -0.49
C 0.8757 1.1767 2.0144  0.50
O 0.2222 1.5172 0.9531  -0.85
H 0.1597 3.7290 4.0599  0.28
H -0.9231 3.0017 2.8094  0.24
H 0.5424 3.9207 2.3126  0.25
H 0.8351 0.3810 4.5980  0.26
H 2.4875 0.9964 4.3034  0.27
H 1.3547 1.9530 5.2967  0.30
H 1.4851 0.2568 2.0331  0.19

***

Record 6
Formula: C6H7ClF3N2S
Source: OMol25
Level of theory: the ωB97M-V functional and the def2-TZVPD basis

The largest force on an atom comes out at 0.0411 Eh/bohr. The calculation puts the HOMO-LUMO gap (alpha / beta) at 6.962 / 6.961 eV. The energy relative to the best compared isomer or geometry (same formula, charge and spin) comes out at 0.0 kJ/mol. As for the net charge: +1.

Each line ends with the natural charge from an NBO analysis.
Positions of all 20 atoms, in Å:
C -0.7828 0.5745 -0.0864  -0.14
C -0.9800 1.3541 -2.1619  0.42
C -0.6260 2.2202 -0.0598  -0.19
C 0.0954 -0.5712 0.4387  -0.09
C 1.4099 -2.9389 0.1082  -0.80
C 0.4619 -0.6104 1.9032  0.93
N -0.9618 0.2628 -1.4718  -0.58
N -0.8269 2.4889 -1.4554  -0.60
F 0.2139 -1.7984 2.4611  -0.29
F 1.7649 -0.3571 2.0655  -0.29
F -0.2156 0.3113 2.5804  -0.29
S 0.3880 -1.7016 -0.7217  0.83
Cl -1.1459 1.3896 -3.8325  0.13
H -1.7254 0.3818 0.4595  0.27
H -1.3846 2.6593 0.5842  0.23
H 0.3733 2.5138 0.2719  0.22
H 0.7948 -3.6184 0.6953  0.27
H 2.1628 -2.4814 0.7429  0.26
H 1.8912 -3.4992 -0.6899  0.27
H -0.9071 3.4203 -1.8314  0.44

***

Record 7
Formula: C6H7ClO
Source: OMol25
Level of theory: the ωB97M-V functional and the def2-TZVPD basis

The largest force on an atom comes out at 0.0523 Eh/bohr. The SMILES is C=CC(=O)/C(Cl)=C/C. The calculation puts the HOMO-LUMO gap at 9.120 eV. The energy relative to the best compared isomer or geometry (same formula, charge and spin) comes out at 175.0 kJ/mol.

Each line ends with the natural charge from an NBO analysis.
Positions of all 15 atoms, in Å:
C 3.0371 -0.1240 -0.2462  -0.28
C 1.7411 0.0991 -0.2432  -0.33
C 0.8506 -1.0555 0.1726  0.50
O 1.2562 -2.1845 0.4918  -0.52
C -0.6327 -0.8027 0.1048  -0.16
Cl -1.6557 -2.1244 -0.2499  0.04
C -1.1680 0.4451 0.3169  -0.13
C -2.5815 0.8451 0.0093  -0.67
H 3.7160 0.6596 -0.5684  0.20
H 3.5226 -1.1249 -0.0455  0.23
H 1.2354 1.0539 -0.3501  0.22
H -0.4946 1.2452 0.6407  0.21
H -3.2666 0.1127 -0.4805  0.24
H -3.0152 1.1676 1.0122  0.23
H -2.5447 1.7875 -0.5643  0.23

***

Record 8
Formula: C6H7ClOS2
Source: OMol25
Level of theory: the ωB97M-V functional and the def2-TZVPD basis

The largest force on an atom comes out at 0.0793 Eh/bohr. The calculation puts the HOMO-LUMO gap at 9.517 eV.

Each line ends with the natural charge from an NBO analysis.
Positions of all 17 atoms, in Å:
C -2.7423 0.7417 1.1132  -0.28
C -1.3393 0.9307 1.0490  -0.22
C -3.2374 0.3325 -0.0361  -0.40
C -0.7749 0.7409 -0.1828  -0.49
C 2.9663 -0.7270 -0.2064  -0.66
C 1.5350 -0.8598 -0.4243  -0.41
O 0.8825 1.0558 -2.1588  -0.96
S -2.0861 0.3230 -1.2986  0.46
S 0.9173 0.9202 -0.7224  1.31
Cl 0.7435 -1.7978 0.7894  -0.02
H -3.0306 0.8769 2.1471  0.24
H -0.6050 1.0880 1.8262  0.23
H -4.1954 -0.2173 -0.1392  0.25
H 3.2418 -0.0108 0.6324  0.23
H 3.3304 -1.8184 -0.0578  0.24
H 3.2853 -0.1561 -1.0764  0.24
H 1.1088 -1.4227 -1.2544  0.24

***

Record 9
Formula: C6H7F3
Source: OMol25
Level of theory: the ωB97M-V functional and the def2-TZVPD basis

The largest force on an atom comes out at 0.0350 Eh/bohr. The SMILES is C=CC1=CC1.FC(F)F. The calculation puts the HOMO-LUMO gap at 9.357 eV. The energy relative to the best compared isomer or geometry (same formula, charge and spin) comes out at 143.0 kJ/mol.

Each line ends with the natural charge from an NBO analysis.
Positions of all 16 atoms, in Å:
C -2.1218 1.9717 -0.4606  -0.32
C -1.2308 1.0180 -0.7315  -0.24
C 0.1580 1.1534 -0.4543  -0.01
C 1.1902 1.7780 0.0514  -0.17
C 1.4915 0.4933 -0.6701  -0.43
H -3.1652 1.8562 -0.6948  0.20
H -1.8206 2.9035 -0.0090  0.19
H -1.5308 0.0839 -1.1895  0.22
H 1.6315 2.5670 0.6122  0.22
H 1.9552 0.5283 -1.6534  0.17
H 1.7667 -0.3881 -0.0950  0.16
F 0.5661 -1.9088 1.9962  -0.32
C 0.3826 -2.7973 1.0249  0.87
F -0.6276 -2.3908 0.2718  -0.32
F 0.0526 -3.9603 1.5765  -0.33
H 1.3022 -2.9077 0.4252  0.11

***

Record 10
Formula: C6H7F3N2
Source: OMol25
Level of theory: the ωB97M-V functional and the def2-TZVPD basis

The largest force on an atom comes out at 0.0705 Eh/bohr. The calculation puts the HOMO-LUMO gap at 7.811 eV. The energy relative to the best compared isomer or geometry (same formula, charge and spin) comes out at 494.3 kJ/mol.

Each line ends with the natural charge from an NBO analysis.
Positions of all 18 atoms, in Å:
C 2.4797 0.6307 0.1721  -0.49
C 2.3793 -0.7373 0.0912  -0.03
C 1.1007 -1.2898 0.4010  -0.25
C 1.3453 1.3506 0.0374  0.69
C -1.0153 1.3485 -0.4766  -0.42
C 0.4567 -2.1262 -0.7400  0.57
N 0.1351 -0.3223 0.9506  -0.45
N 0.1419 0.8908 0.2722  -0.23
F 1.3586 2.5828 -0.4062  -0.29
F 1.4682 -3.0070 -1.2405  -0.35
F 0.0267 -1.3578 -1.7911  -0.35
H 3.3060 1.2096 -0.0682  0.22
H 1.0051 -2.0149 1.3071  0.25
H -1.3898 2.4211 -0.3605  0.23
H -0.8521 1.1039 -1.4560  0.22
H -1.8505 0.8353 -0.0984  0.21
H -0.3670 -2.6833 -0.3903  0.13
H -0.7819 -0.6736 1.0548  0.36

***

Record 11
Formula: C6H7FN2O8S
Source: OMol25
Level of theory: the ωB97M-V functional and the def2-TZVPD basis

The largest force on an atom comes out at 0.1955 Eh/bohr. The SMILES is C[C@H]1OS(=O)(=O)O[C@]1(CON=O)C(=O)NC(=O)F. The calculation puts the HOMO-LUMO gap at 9.794 eV.

Each line ends with the natural charge from an NBO analysis.
Positions of all 25 atoms, in Å:
C 2.4203 0.8983 0.5418  -0.66
C 1.0924 -0.0520 0.6876  0.05
O 0.8121 -0.6664 2.0257  -0.61
S -0.5419 -1.6758 1.6272  2.25
O -0.0904 -3.0279 0.9696  -0.80
O -1.3494 -1.9176 2.9606  -0.77
O -1.2930 -0.6148 0.4717  -0.63
C -0.3458 0.4336 0.0618  0.14
C -0.7337 2.0170 0.2303  -0.14
O -2.0765 2.2786 0.7712  -0.36
N -2.1840 1.8574 2.0593  0.36
O -3.3475 1.4271 2.1194  -0.25
C -0.1706 0.1800 -1.5730  0.67
O 0.7285 0.8742 -2.3177  -0.55
N -0.9656 -0.8797 -2.3477  -0.69
C -0.2474 -2.2410 -2.2480  0.92
O -1.0559 -3.3116 -2.2036  -0.47
F 1.2357 -2.3904 -2.1864  -0.34
H 2.5285 1.4157 -0.5047  0.28
H 2.3779 1.7216 1.4032  0.23
H 3.3721 0.2344 0.8083  0.26
H 1.3374 -0.9958 0.0216  0.22
H -0.6928 2.5278 -0.8479  0.26
H 0.1195 2.5690 0.8544  0.23
H -0.9302 -0.6618 -3.3848  0.43

***

Record 12
Formula: C6H7FO
Source: OMol25
Level of theory: the ωB97M-V functional and the def2-TZVPD basis

The largest force on an atom comes out at 0.1574 Eh/bohr. The SMILES is CC1=C(F)[C@H]2C[C@H]2O1. The calculation puts the HOMO-LUMO gap at 8.799 eV. The energy relative to the best compared isomer or geometry (same formula, charge and spin) comes out at 415.4 kJ/mol.

Each line ends with the natural charge from an NBO analysis.
Positions of all 15 atoms, in Å:
C -2.2046 -0.9577 0.1466  -0.68
C -0.8313 -0.3644 0.1610  0.21
C -0.3413 0.9333 -0.0862  0.32
F -1.0742 1.9715 -0.0113  -0.28
C 1.1038 0.7275 -0.2486  -0.34
C 2.2670 0.0180 0.6100  -0.45
C 1.2826 -0.8097 -0.4088  0.10
O 0.0781 -1.4099 -0.0814  -0.49
H -2.0325 -1.9784 0.7806  0.24
H -2.1042 -1.5526 -1.0061  0.23
H -3.0939 -0.3348 0.4356  0.25
H 1.6103 1.4383 -0.8085  0.22
H 3.2525 0.1644 0.0652  0.24
H 2.0272 -0.2616 1.6340  0.23
H 1.7261 -1.2218 -1.3927  0.19